Entry 1:
ORCA calculation (wB97M-V/def2-TZVPD) on C18H28BBr2CdIN3O4S as an isolated structure in a non-equilibrium geometry.

XYZ file:
```
59
Properties=species:S:1:pos:R:3:forces:R:3:mulliken_charge:R:1
I 0.978423 -1.278952 -2.049416 0.9 0.0 0.6 0.282
Cd 2.316731 0.517619 0.452718 -3.7 -3.6 1.5 0.538
Br -0.975433 -3.423350 3.314920 0.5 -0.9 -1.0 -0.087
Br 0.335434 -4.895295 -1.010812 -0.4 0.7 1.0 -0.160
S 4.033064 2.126781 -2.699097 -0.3 -1.0 0.0 -0.112
O -1.936569 -1.888420 0.735113 2.7 0.5 0.5 -0.655
O 4.026365 -0.536825 -3.514964 0.0 0.1 -0.1 -0.166
O -4.543574 -0.807639 -0.109621 0.1 0.0 0.5 -0.568
O -0.443506 -0.109534 0.096689 2.8 -0.5 -0.7 0.426
N -4.290778 1.247301 -1.081548 0.5 -0.8 0.0 -0.033
N 3.095591 -0.442105 -5.542144 1.2 -2.0 1.9 -0.330
N 3.173885 0.797287 -5.030546 0.2 1.9 1.5 -0.192
C 3.617394 -1.240279 -4.600619 -0.5 1.1 -0.8 -0.001
C -5.422754 0.816649 -1.932537 0.2 0.6 -0.2 -0.886
C -0.295438 -3.857134 0.535180 -0.1 0.9 1.3 -0.434
C -2.824254 0.603868 0.905573 -0.7 0.4 -1.1 -0.358
C 2.749263 3.117487 -0.300327 0.0 -0.8 0.2 -1.198
C 0.410314 -1.246070 0.067809 -3.6 0.3 -0.6 -1.509
C 1.228352 1.303964 2.721510 -0.8 2.8 -0.4 -0.148
C -0.346386 1.373059 2.581208 0.6 -1.7 0.9 -0.368
C 3.714842 0.769862 -3.823265 -0.9 -1.0 -1.3 0.442
C 1.877964 2.741368 2.261573 0.8 -1.4 0.3 -0.809
C -3.134548 1.619287 -1.924741 0.0 1.0 0.0 -0.810
C 0.175442 -5.850260 2.085961 -0.5 1.1 1.1 -1.206
C -0.740870 -2.401135 0.192706 -0.7 -1.9 -2.3 -0.444
C -0.310235 -4.414482 1.762304 0.4 -0.8 -0.7 0.370
C -0.936243 -0.113778 2.498859 0.2 -0.2 0.4 -0.924
C 3.112966 2.613115 1.218290 -0.5 1.8 -0.5 -0.505
C -3.940588 0.236749 -0.111094 0.0 0.9 0.0 -0.158
C 2.713511 1.939206 -1.410832 -0.3 1.6 -0.6 -0.522
B -1.594745 -0.472317 0.997027 -0.8 1.4 2.3 0.542
H 1.729920 3.560967 -0.273057 0.7 -0.3 -0.1 0.345
H -3.260427 0.712731 1.932512 0.0 -0.3 -1.0 0.378
H 1.690222 0.508260 2.043184 -0.9 -0.4 2.0 0.051
H -0.096432 -0.805161 2.784897 -0.6 0.4 -0.1 0.172
H 3.955486 3.264150 1.556027 -0.5 -1.0 -0.1 0.453
H 1.532265 1.030238 3.757468 0.0 -0.1 -1.0 0.466
H -0.691112 1.795375 3.558129 0.2 0.2 -1.0 0.315
H -5.093138 -0.060044 -2.537493 -0.7 0.4 0.3 0.325
H 0.961558 -5.734699 2.876853 -0.6 -0.3 -0.7 0.302
H -0.687565 -6.368748 2.574351 0.8 0.1 -0.5 0.313
H 3.559252 1.525743 1.159082 1.1 2.2 1.1 0.551
H 2.264067 3.226133 3.183174 -0.3 -0.2 -0.7 0.398
H -6.321514 0.631649 -1.312235 0.7 -0.3 -0.4 0.287
H -2.519939 0.742377 -2.245369 -0.4 0.5 0.2 0.214
H -2.471900 1.636119 0.639088 -0.2 -0.9 0.3 0.171
H -0.593883 2.013694 1.709054 -0.1 -0.4 0.7 0.190
H -1.756714 -0.293305 3.236638 0.9 0.3 -0.2 0.485
H -5.666496 1.677131 -2.606304 0.2 -0.8 0.5 0.340
H 1.259735 -1.284164 0.842028 -0.6 -0.5 -0.5 1.009
H -3.538068 2.140738 -2.826371 0.4 -0.5 0.6 0.419
H 2.851894 0.893715 -0.921916 1.7 1.5 -4.6 0.584
H -1.009501 -2.510561 -0.898927 0.5 0.1 0.7 0.850
H -2.493492 2.375360 -1.402655 -0.3 -0.8 -0.4 0.195
H 3.453899 3.919081 -0.611287 -0.4 -0.7 0.2 0.495
H 3.742464 -2.336998 -4.599582 -0.1 0.9 0.0 0.399
H 1.077792 3.368959 1.815993 0.6 -0.4 0.3 0.361
H 1.724601 1.920583 -1.929053 0.7 -0.2 0.5 0.506
H 0.573404 -6.395348 1.209892 -0.4 0.4 0.6 0.405
```
Positions in Å, forces in eV/Å.

Total charge: +1
2S+1: 1
HOMO-LUMO gap, eV: 4.34



Entry 2:
ORCA calculation (wB97M-V/def2-TZVPD) on C18H28BBrClF6N2O2SSi3 as an isolated structure in a non-equilibrium geometry.

XYZ file:
```
63
Properties=species:S:1:pos:R:3:forces:R:3:mulliken_charge:R:1
Br 1.764053 1.708876 5.092494 0.6 -0.1 -0.9 -0.296
Cl 4.754959 3.414692 6.968947 0.4 -0.5 -1.2 -0.235
S 6.483226 0.207039 3.337238 1.0 -0.2 -0.8 -0.067
Si 0.085665 0.866062 2.419146 0.1 0.3 -0.1 -0.086
Si 2.794201 1.412111 3.037745 0.0 -0.1 -0.9 0.139
Si -3.239450 -0.622491 -1.661526 -1.4 -0.3 0.1 0.407
F -9.583401 0.253985 -6.513306 0.1 -1.0 0.1 -0.406
F -9.333303 -1.623462 -5.131330 0.1 0.2 -0.8 -0.437
F -8.221142 -1.527877 -7.196618 -0.7 0.2 0.6 -0.426
F -2.444165 0.857151 1.438128 1.7 -1.8 -0.3 -0.307
F -1.220996 -1.216451 1.255429 -0.5 2.3 -0.2 -0.294
F -10.550604 -1.787635 -7.129315 0.8 0.4 0.5 -0.403
O 1.594391 1.403435 1.746472 0.1 -0.7 3.0 -0.129
O 9.208732 0.134900 3.425762 -0.1 -1.4 -3.9 -0.233
N 9.853240 -0.596198 1.293052 1.7 1.2 4.7 -0.394
N 8.472511 -0.556279 1.236783 0.2 2.1 5.9 -0.213
C 4.405983 3.641867 4.172772 0.5 0.5 0.2 -0.885
C -4.143687 1.078470 -1.540870 -0.8 0.8 -0.1 -1.120
C -5.944945 -2.365817 -4.750441 4.7 0.1 1.3 -0.390
C -2.772071 -2.310498 -4.207501 -4.6 -0.1 -0.8 -0.332
C 5.207796 2.788228 5.271103 -0.1 0.6 -0.4 -0.035
C 3.728981 -0.277345 3.123664 0.1 -0.2 0.7 -0.518
C -1.172557 0.214621 1.110068 -0.2 0.6 -1.6 0.958
C 5.087628 -0.300900 2.229190 -1.3 -1.2 -0.6 -0.632
C -3.960324 -1.687127 -0.201764 0.6 -1.0 -0.2 -1.003
C -5.312822 -1.616151 -3.538649 1.5 -2.0 -2.6 -0.336
C -4.933462 -3.118698 -5.683306 0.7 1.8 2.6 -0.434
C -3.404172 -3.073438 -5.426569 -1.6 1.2 1.9 -0.356
C -0.846902 0.631391 -0.401474 0.1 -0.3 0.0 -0.847
C -3.760326 -1.585917 -3.263600 -1.1 -1.4 -2.6 0.412
C 10.321998 -0.215541 2.591163 -3.1 -0.8 -3.8 0.023
C 4.040375 2.846027 2.825333 0.1 1.5 -0.3 -0.445
C -1.339328 -0.413871 -1.518556 1.2 -0.1 0.2 -0.648
C 8.108341 -0.104171 2.540561 1.0 -0.9 -2.1 0.327
B -9.423924 -1.170446 -6.492772 -0.1 0.2 -0.3 0.667
H -5.059464 -1.957312 -0.393392 1.5 0.6 0.4 0.367
H 2.996599 -1.106221 2.817213 1.3 1.1 0.3 0.383
H -2.688997 -3.646582 -6.123919 -1.4 1.0 1.1 0.253
H -4.965368 1.185709 -2.341313 1.3 -0.3 1.1 0.408
H -5.406330 -3.699687 -6.556508 1.2 1.0 1.4 0.303
H -3.385443 -2.692147 -0.272309 -0.9 1.5 0.4 0.231
H 5.097720 4.510939 3.864362 -1.1 -1.3 0.5 0.364
H -3.451325 1.978364 -1.672013 -0.9 -1.1 0.2 0.306
H -7.077523 -2.371402 -4.893752 1.8 0.0 0.0 0.295
H 5.018200 2.551974 2.293448 -1.5 0.2 0.8 0.350
H -1.317649 1.667194 -0.579887 0.7 -1.6 0.4 0.256
H -0.554619 1.947629 3.202780 0.1 0.0 -0.5 -0.084
H 3.504622 4.131321 4.688367 1.2 -1.0 -1.0 0.385
H 5.224878 -1.393260 1.898305 0.1 1.8 0.3 0.430
H -0.859422 -0.095249 -2.519985 -0.8 -0.5 1.5 0.385
H 3.538186 3.616992 2.119684 0.7 -1.2 1.1 0.328
H -3.782481 -1.217556 0.820818 -0.4 -0.7 -1.3 0.269
H 3.966002 -0.471572 4.238478 -0.3 0.2 -1.7 0.360
H 11.405049 -0.162627 2.931620 -2.0 0.0 -0.4 0.344
H -6.042157 -1.086527 -2.836794 1.3 -0.7 -1.0 0.246
H -0.908373 -1.449464 -1.260957 -0.5 1.5 -0.4 0.328
H 0.294135 0.754516 -0.479127 -1.6 -0.2 0.1 0.347
H 6.316082 3.020951 5.145998 -1.5 -0.8 0.3 0.337
H -1.640699 -2.290578 -4.024581 -2.0 -0.1 -0.4 0.238
H 4.977755 1.672528 5.274008 0.4 1.6 0.0 0.017
H 0.274261 -0.238010 3.388880 0.2 -0.1 -0.3 -0.092
H 4.907102 0.388153 1.334777 0.8 -1.0 1.1 0.329
H -4.685241 1.163383 -0.521650 1.0 -0.1 -1.6 0.289
```
Positions in Å, forces in eV/Å.

Total charge: -1
2S+1: 1
HOMO-LUMO gap, eV: 7.40
Relative energy (zero: lowest compared OMol25 entry of this formula, charge and spin), kJ/mol: 790.1



The evaluated highest occupied orbital energy for the records listed, in turn: -10.53; -6.29 eV.